No. 1
Here is a cluster of 3 separate species, C24H48BFN3O11S2 in total from the Open Molecules 2025 dataset. Energies are from ωB97M-V with the def2-TZVPD basis set.

```
90
Properties=species:S:1:pos:R:3:mulliken_charge:R:1
C -1.27392 -6.47593 2.17435 -0.96
O 0.00594 2.34237 -3.50160 -0.72
C -0.06356 3.43237 -1.03364 0.32
N 0.87359 6.81188 -0.59434 -0.29
O 0.64067 -7.25292 -1.67751 -0.36
O -0.75663 -4.89640 3.96666 -0.37
H -3.98290 4.63216 -3.18294 0.32
O 0.28215 -3.75760 2.30999 -0.57
C 2.37135 2.54863 -2.35176 -0.65
H 3.34811 -2.00805 0.80267 0.33
C -1.11510 1.57224 0.51796 -1.56
H -2.59957 -5.65136 3.65674 0.30
O 0.27151 -7.51096 -3.89369 -0.56
H 1.76731 -5.72050 -1.02575 0.28
C -0.84554 -9.86778 -3.41838 -0.64
H -0.58125 -4.90716 -1.31652 0.25
H -1.71454 3.93828 0.98846 0.23
H -0.93284 1.99139 1.50730 0.35
H -1.09117 -10.82645 -2.97262 0.22
N 0.81280 4.46314 -0.40376 0.44
H 3.06869 3.10445 -2.97520 0.52
H 2.18454 -0.75832 1.29902 0.09
H 0.68527 3.57814 1.51334 0.20
H 2.26146 2.54229 2.44655 0.31
C -1.40665 4.17429 -1.18634 0.22
H -6.05987 2.67148 0.98066 0.31
H 4.10246 0.53688 -0.40402 0.18
H -0.12182 -10.00523 -4.21797 0.30
O 3.84654 0.98482 1.62196 -0.37
O 4.79712 2.66896 0.51662 -0.57
C 2.64982 4.38999 1.31281 -0.89
S -3.94155 3.98676 0.18540 -0.24
C -1.76350 -5.33513 3.03679 -0.20
H -2.09436 -4.49016 2.43318 0.28
H 2.73470 -2.78169 4.88101 0.28
C 4.06558 0.03803 0.56217 -0.23
C 4.01200 2.27149 1.31881 0.52
H 1.87342 6.85370 -0.47962 0.26
C 2.96127 -1.01690 0.58211 -0.78
H 0.70477 5.32749 1.53854 0.59
H 1.89077 -6.00460 -2.76218 0.39
H 0.35560 7.66766 -0.49122 0.22
C -0.03912 2.00273 -0.45312 -0.18
C 3.09314 3.16163 2.11926 -0.88
H 3.13857 4.33599 0.33990 0.51
O 1.02722 4.56126 -3.28099 -0.76
H -0.06620 1.31152 -1.29666 0.67
H -6.14172 3.67991 2.40226 0.31
C -4.11785 3.18155 1.79100 -0.03
O 1.06508 -3.83680 4.42544 -0.35
H -2.06007 1.58159 -2.74600 0.20
H -3.55074 1.84653 -1.86962 0.28
H -3.81249 3.86482 2.58161 0.36
O -3.09354 4.80841 -2.85181 -0.72
H 2.37011 1.50046 -2.63242 0.37
H 2.47404 -1.07041 -0.39207 0.23
H -1.04406 0.49060 0.62856 0.54
H 1.87547 -2.19775 3.43796 0.15
C 0.28766 5.64705 -0.84397 -0.39
H -2.11432 1.81418 0.16542 0.10
H -0.43376 -5.11973 -3.06350 0.35
C 2.19404 -3.08053 3.98820 -0.51
H -1.44738 6.28145 -1.63605 0.49
H 3.00493 5.30978 1.77381 0.52
H -5.73709 1.93543 2.53882 0.38
H -3.50811 2.22180 -3.57350 0.39
B -2.52271 3.71382 -2.27530 0.56
H 2.64563 2.71011 -1.31540 -0.14
H 2.83944 -3.69466 3.36159 0.28
C 0.21048 -7.90559 -2.75838 0.77
H -2.08176 -6.84648 1.54381 0.36
H 0.57257 -3.92320 -2.23638 0.30
N -0.81635 5.49172 -1.57006 -0.24
H 3.63654 3.46783 3.01458 0.49
C 1.13298 4.45169 1.05464 -0.75
H -0.90814 -7.29575 2.79272 0.32
S 0.78688 3.26055 -2.71787 1.50
H 5.03723 -0.43410 0.69830 0.50
H -0.45652 -6.15488 1.53001 0.18
H -3.51423 2.27860 1.84971 0.14
C 1.19721 -5.95379 -1.92336 -0.26
C -2.18335 4.45240 0.15303 -1.09
F 1.20071 1.80017 0.16837 -0.04
H -2.12624 5.51484 0.38785 0.56
C 0.20100 -4.13459 3.45388 0.80
C -2.91074 2.24962 -2.66302 -0.80
C 0.12231 -4.91271 -2.15030 -1.01
C -5.60728 2.84429 1.95918 -1.21
H -1.74743 -9.40142 -3.81092 0.29
O -0.29473 -9.07165 -2.36328 -0.33
```

* charge: +1
* electronic energy: -2856.13216 a.u.
* HOMO-LUMO gap: 9.4 eV
* HOMO energy: -11.932 eV


No. 2
Here is the molecule C9H9N3OS2 from the Open Molecules 2025 dataset. Energies are from ωB97M-V with the def2-TZVPD basis set.

```
24
Properties=species:S:1:pos:R:3:nbo_charge:R:1
C 3.76458 1.33959 -3.12585 -0.40
H 2.97115 2.77378 -4.52207 0.23
C 2.84396 2.21810 -3.61036 -0.27
H -3.64394 -3.59086 2.05749 0.23
C 1.78400 1.50910 -1.67711 -0.27
C -0.89059 -0.20303 1.40567 0.26
S -1.75691 -1.03810 0.08846 0.22
C 0.80694 1.35742 -0.64801 0.04
H -3.98400 -1.39250 0.90263 0.25
N 0.19838 0.42528 1.35239 -0.31
H -0.09845 1.96506 -0.73978 0.18
C -2.99713 -1.71939 1.24027 -0.42
N 1.00272 0.55852 0.32536 -0.23
N -1.57667 -0.36913 2.58936 -0.61
H -1.94129 -3.57304 1.57289 0.22
H 0.87105 2.95622 -2.99198 0.22
H -1.22322 0.06564 3.43064 0.43
H -3.20608 -3.67009 0.34032 0.22
C -2.70803 -1.12285 2.61075 0.68
C -2.94202 -3.24089 1.30349 -0.61
S 3.27001 0.61124 -1.65320 0.48
C 1.71129 2.31765 -2.78506 -0.22
O -3.38476 -1.31276 3.58889 -0.57
H 4.71227 1.07610 -3.55229 0.24
```

* electronic energy: -1384.22028 a.u.
* HOMO-LUMO gap: 8.7 eV
* SMILES: C[C@@H]1S/C(=N\N=C\c2cccs2)NC1=O
* relative energy (zero: lowest compared OMol25 entry of this formula, charge and spin): 0.0 kcal/mol
* HOMO energy: -8.366 eV


No. 3
Here is the molecule C5H4O2 from the Open Molecules 2025 dataset. Energies are from ωB97M-V with the def2-TZVPD basis set.

```
11
Properties=species:S:1:pos:R:3:nbo_charge:R:1
H 0.78129 -0.00407 -1.94573 0.25
O 0.24886 -0.86408 2.40796 -0.47
H 0.95407 1.42211 -0.91921 0.25
C -0.92680 0.39353 -0.61519 -0.08
H -1.67873 0.75609 -1.31079 0.22
H -2.17297 -0.18091 1.06408 0.24
C 1.15007 -0.40761 0.17540 0.50
C 0.54300 0.40468 -0.95971 -0.57
C -1.19528 -0.09219 0.60467 -0.31
C 0.05541 -0.51926 1.26821 0.43
O 2.24108 -0.90830 0.23031 -0.46
```

* electronic energy: -343.37314 a.u.
* HOMO-LUMO gap: 8.8 eV
* SMILES: O=C1C=CCC1=O
* relative energy (zero: lowest compared OMol25 entry of this formula, charge and spin): 12.1 kcal/mol
* HOMO energy: -9.420 eV